C12H29BrCl6InMgN2NaO11PV as an isolated structure at a distorted geometry, computed with ωB97M-V/def2-TZVPD.

The geometry in XYZ format:
```
66
Properties=species:S:1:pos:R:3:forces:R:3
C -0.728975 -4.358500 0.009288 1.298 -0.413 -0.667
In 0.857032 -5.411346 -1.233944 -0.463 0.015 0.052
P 2.057444 -6.991453 0.371837 -0.082 0.996 -1.232
O 2.661523 -8.162808 -0.239292 0.427 -1.499 -0.561
O 1.186644 -7.415032 1.667575 -0.128 0.059 0.588
O 3.261697 -6.074488 0.965113 -0.159 0.140 0.805
H -0.182569 -3.809623 0.756164 -0.001 0.496 0.395
H -1.352135 -5.086122 0.488232 -0.486 -0.332 0.138
H -1.331637 -3.698967 -0.590885 -0.734 0.381 0.043
H 1.984138 -4.177798 -1.830423 -0.117 0.114 0.064
H 0.079069 -6.195454 -2.589076 -0.012 -0.073 0.011
H 1.279446 -6.724789 2.330455 -0.198 -0.023 0.304
H 2.883142 -5.230995 1.247521 0.445 0.167 -0.159
Na -0.479552 -2.409132 -2.123090 0.645 0.044 -0.501
O 0.768380 -1.957282 -4.707123 -2.287 1.327 1.269
V 1.921171 -2.872285 -5.742056 1.283 -0.724 -0.602
O 2.943532 -3.683623 -6.676930 0.106 -0.192 -0.391
C 3.734702 -1.575839 1.506450 -0.074 -0.102 -0.438
Cl 5.238021 -1.541088 2.432923 0.033 -0.193 0.044
Cl 4.050388 -1.616841 -0.207715 0.397 -0.978 0.551
Cl 2.764695 -3.016699 1.914511 -0.103 0.062 0.468
Cl 2.790601 -0.154090 1.908002 -0.080 0.244 0.168
C -2.764598 2.725719 3.875663 0.080 0.045 0.165
C -2.363514 1.580278 2.965720 -0.235 -0.092 0.121
N -1.012574 1.704639 2.451920 0.115 -0.009 0.054
C -0.724554 0.799745 1.363556 0.020 -0.181 -0.472
C -0.726345 -0.710039 1.657274 -0.012 0.172 -0.032
C 0.030611 1.843398 3.445084 0.120 0.066 0.288
C 0.177122 0.736847 4.504539 0.143 0.025 -0.042
H -2.616068 3.678583 3.370388 -0.034 0.039 -0.043
H -3.821245 2.639574 4.123205 -0.057 0.026 -0.051
H -2.205797 2.733122 4.816485 0.027 -0.029 -0.025
H -3.048660 1.580398 2.116513 0.091 0.006 -0.104
H -2.521487 0.624533 3.499366 0.017 0.055 -0.010
H 0.248147 1.070287 0.936245 0.028 -0.002 0.064
H -1.451571 1.002760 0.571784 -0.105 0.052 0.077
H 0.149483 -1.011184 2.219636 0.091 -0.101 0.136
H -0.695915 -1.267705 0.719201 -0.032 -0.031 -0.076
H -1.614547 -1.033993 2.199961 -0.057 0.042 -0.035
H -0.125088 2.790276 3.968184 -0.085 0.014 0.031
H 0.986643 1.970268 2.927135 -0.027 -0.066 -0.109
H -0.785848 0.449623 4.927593 -0.043 0.013 -0.022
H 0.801852 1.096978 5.325368 0.006 0.025 0.005
H 0.660505 -0.155307 4.105809 -0.093 -0.012 -0.003
Br 3.483722 0.978080 -1.373264 -0.147 0.223 -0.407
Cl -0.869969 -1.015351 -5.392973 0.702 -0.508 0.371
Mg 4.083554 2.438666 -3.150065 -0.111 0.267 -0.359
O -4.745463 3.557186 1.445949 -0.036 0.014 0.071
Cl -4.282480 3.755299 0.089384 0.000 -0.160 0.089
O -3.426364 4.917521 0.039877 0.130 0.083 -0.012
O -5.411658 3.944875 -0.785548 -0.048 0.014 -0.059
O -3.533959 2.585402 -0.325594 0.076 0.003 -0.025
C -0.005913 4.143969 0.240564 -0.225 0.044 0.060
C 1.354573 3.910084 -0.192997 -1.524 0.222 0.547
N 2.420332 3.703837 -0.521018 1.820 0.231 -0.552
H -0.159229 5.204033 0.423932 -0.084 0.059 -0.031
H -0.699890 3.812765 -0.528442 -0.162 -0.004 0.040
H -0.211296 3.593383 1.159336 -0.115 -0.072 -0.035
O -0.363530 2.950283 -7.586794 0.409 0.879 -0.049
C -0.560364 2.247999 -6.619850 -2.301 -3.293 -2.629
C 0.300464 3.166056 -5.139236 3.094 4.112 3.303
O 0.176042 2.476015 -4.155929 -0.600 -1.298 -0.049
H -0.062289 1.261875 -6.523750 0.730 0.595 0.428
H -1.572552 2.161927 -6.177390 0.164 0.782 0.511
H -0.207263 4.155631 -5.145163 -1.090 -0.614 -0.712
H 1.330226 3.365920 -5.529195 -0.352 -1.150 -0.766
```
Forces are in eV/Å.

HOMO in eV: -1.244
LUMO in eV: 1.07
Total charge: -2
E_tot in eV: -233593.21408
Relative energy (zero: lowest compared OMol25 entry of this formula, charge and spin) in kJ/mol: 0.00


A 4-piece molecular cluster, C12H29Cl6N3O2 overall at a distorted geometry, computed with ωB97M-V/def2-TZVPD.

The geometry in XYZ format:
```
52
Properties=species:S:1:pos:R:3:forces:R:3
C 1.690548 2.694363 -0.787053 0.875 0.171 0.650
O 2.028127 2.095039 -2.043042 -0.949 -0.124 0.443
C 1.169853 1.015843 -2.388700 0.040 -0.967 -0.552
C 1.318998 -0.239273 -1.442988 -1.145 -0.039 -0.906
C 0.058475 -1.178447 -1.425126 0.396 0.408 0.801
C -1.299820 -0.482072 -1.059446 -0.369 -0.612 -0.056
N -2.105005 -0.174404 -2.261848 0.490 -0.245 0.055
N -1.158836 0.721145 -0.208154 -0.345 0.330 -0.258
N -2.081593 -1.477786 -0.257958 0.160 0.892 -0.372
O 2.398538 -1.012554 -2.003779 0.215 0.468 1.401
C 3.403737 -1.304770 -1.042503 1.410 -0.410 -0.188
H 2.635195 2.736595 -0.165867 -1.222 -0.062 -1.322
H 0.953801 2.121164 -0.178035 0.533 0.183 -0.574
H 1.293644 3.739108 -0.883729 0.312 -0.734 -0.270
H 0.098549 1.318747 -2.542623 0.822 0.024 0.438
H 1.514876 0.656768 -3.394072 -0.248 0.348 0.830
H 1.508115 0.053783 -0.381912 0.094 -0.072 -0.906
H 0.000095 -1.784762 -2.366369 -0.162 0.757 0.664
H 0.245594 -1.931950 -0.618939 -0.114 0.687 -0.669
H -1.625986 -0.517891 -3.090680 -0.314 0.181 0.092
H -2.272172 0.821489 -2.356690 0.115 -0.207 -0.035
H -2.085484 0.909228 0.200182 0.703 -0.448 -0.113
H -0.972914 1.559767 -0.765230 0.278 -0.424 0.046
H -1.773636 -1.353472 0.710006 -0.069 -0.287 -0.175
H -3.038374 -1.120628 -0.306696 0.138 -0.346 0.101
H 3.555063 -0.482522 -0.294887 -0.409 -0.691 -0.502
H 3.260740 -2.299071 -0.540040 -0.224 0.913 -0.192
H 4.384733 -1.388025 -1.584237 -0.877 0.059 0.295
Cl 0.890807 -4.344144 -1.436314 0.175 -0.241 -0.036
C 0.134759 -5.546562 -0.364062 -0.086 -0.130 0.075
C -0.911657 -4.920135 0.530979 -0.180 -0.164 -0.140
Cl -0.188246 -3.840562 1.750657 0.035 0.060 -0.001
H 0.921603 -6.028659 0.214445 -0.017 0.115 -0.004
H -0.326828 -6.298496 -1.004551 -0.060 0.078 0.036
H -1.446547 -5.699489 1.074525 0.105 -0.007 0.003
H -1.636948 -4.342580 -0.042581 0.155 0.124 0.033
Cl 2.546958 3.306051 1.932970 0.114 0.158 1.069
C 3.070307 2.325709 3.328683 0.094 0.075 0.240
C 3.371386 0.895553 2.944470 0.098 0.006 0.041
Cl 1.896960 0.002218 2.497627 -0.032 0.009 -0.077
H 2.292126 2.377503 4.088734 -0.014 -0.041 -0.109
H 3.968126 2.799307 3.726676 0.001 -0.065 -0.062
H 3.814303 0.372030 3.791891 -0.048 0.073 0.009
H 4.068049 0.842795 2.108170 -0.107 0.041 0.000
Cl -6.501224 3.408794 1.328346 0.007 -0.029 0.020
C -4.738620 3.638035 1.438239 0.104 0.084 0.003
C -3.980867 2.636494 0.596582 0.030 0.200 -0.064
Cl -4.104197 0.981242 1.248408 -0.354 0.078 0.159
H -4.454263 3.574926 2.487453 -0.045 -0.087 -0.064
H -4.528068 4.648355 1.087027 0.011 -0.076 -0.058
H -2.920702 2.894150 0.583109 -0.045 0.039 0.101
H -4.342079 2.622076 -0.431046 -0.078 -0.052 0.098
```
Forces are in eV/Å.

HOMO in eV: -8.969
LUMO in eV: 0.45
E_tot in eV: -96613.19314
Structure (SMILES): COC[C@@H](CC(N)(N)N)OC.ClCCCl.ClCCCl.ClCCCl